Here is 18 unconnected molecules or ions with the total composition C81H207N9O27 in a non-equilibrium geometry from the Open Molecules 2025 dataset. Energies are from the ωB97M-V functional and the def2-TZVPD basis.

Output
max |F|	3.629	eV/A
gap between HOMO and LUMO	8.5465	eV
LUMO level	0.40	eV
relative energy (zero: lowest compared OMol25 entry of this formula, charge and spin)	2.460	eV
E_HOMO	-8.1	eV

The geometry in XYZ format:
```
324
Properties=species:S:1:pos:R:3:forces:R:3
C 2.48752 2.44609 -14.10491 -1.321 -0.591 -0.118
O 1.19443 1.91044 -14.55063 1.041 -0.163 0.497
C 0.36785 1.21591 -13.58307 -0.831 1.887 -0.058
C -0.98361 0.95294 -14.28726 1.085 -0.833 0.334
N -1.76087 2.12538 -14.56249 -0.053 0.748 -0.803
C -2.66633 1.83966 -15.68296 0.124 0.106 0.991
C -3.34664 3.03171 -16.20647 0.093 0.974 -1.667
O -2.37214 3.98959 -16.75421 -1.441 -0.324 1.267
C -3.01949 5.03400 -17.49708 0.810 -1.057 -0.564
H 3.18490 1.66283 -13.80784 -0.106 -0.256 0.006
H 2.37457 3.13619 -13.26879 -0.209 0.044 0.106
H 2.92968 2.99265 -14.93789 -0.270 -0.107 -0.096
H 0.13495 1.94215 -12.80433 0.153 0.104 0.496
H 0.82468 0.35812 -13.08952 0.144 -0.277 -0.513
H -1.67429 0.32581 -13.72355 0.559 -0.628 0.185
H -0.67651 0.46097 -15.21016 -0.291 -0.443 -0.273
H -1.13668 2.86908 -14.84069 0.103 0.270 -0.199
H -3.47461 1.21294 -15.30611 0.203 -0.386 -0.053
H -2.20974 1.35404 -16.54539 0.461 -0.441 0.133
H -4.10867 3.36815 -15.50345 0.482 1.088 0.389
H -3.95653 2.68391 -17.04024 -0.061 -0.049 -0.426
H -2.25300 5.74525 -17.80483 -0.059 0.380 0.663
H -3.88231 5.44747 -16.97489 0.139 0.225 -0.032
H -3.30416 4.61608 -18.46269 -0.724 -0.178 -0.095
C 2.78939 -2.73469 -19.97149 -0.292 0.348 -0.018
O 3.14733 -2.82306 -18.59109 -0.078 0.106 -0.838
C 3.91423 -1.71304 -18.17418 -1.142 1.440 1.712
C 2.99712 -0.62453 -17.42530 1.410 -1.987 -1.552
N 2.02025 -0.05418 -18.32975 0.911 0.855 0.496
C 1.12037 0.75157 -17.48115 0.089 -0.951 -2.097
C 0.11414 1.53306 -18.35080 1.032 0.209 1.255
O -0.58421 0.72840 -19.25434 -0.299 -0.021 -0.568
C -1.80742 1.31275 -19.74207 -0.055 -1.814 1.004
H 2.31496 -1.77632 -20.18253 0.465 0.171 -0.226
H 1.99411 -3.42085 -20.26271 0.302 -0.483 0.534
H 3.67166 -2.88808 -20.59292 0.046 0.049 -0.145
H 4.44963 -1.13714 -18.92902 -0.037 -0.512 -0.632
H 4.63799 -2.08783 -17.45044 0.079 0.016 0.039
H 3.68123 0.13845 -17.05390 -0.111 0.167 0.184
H 2.52575 -1.16265 -16.60290 -0.108 0.039 0.470
H 1.56742 -0.81018 -18.82321 -0.488 0.097 0.312
H 1.75293 1.43588 -16.91574 -0.317 0.145 -0.028
H 0.70291 0.02041 -16.78889 -0.811 0.436 0.400
H 0.65353 2.27276 -18.94242 0.185 0.318 0.206
H -0.53020 2.02642 -17.62312 -0.463 0.315 -0.285
H -1.75570 2.25061 -20.29509 0.344 0.056 0.273
H -2.45051 1.33307 -18.86222 -0.400 0.773 -0.203
H -2.21788 0.51388 -20.35967 -0.139 0.248 -0.368
C -3.78637 -10.58111 -26.21170 0.718 1.096 1.159
O -4.42373 -9.48211 -25.51542 -0.259 -0.575 -0.393
C -3.83620 -8.22824 -25.85238 -0.442 -0.170 -0.617
C -4.67678 -7.09445 -25.31518 -0.765 0.668 0.497
N -4.96882 -7.25771 -23.90930 0.324 -0.801 0.847
C -3.89079 -6.74195 -23.06151 -1.150 0.408 0.020
C -4.32775 -6.68104 -21.59609 0.276 -1.673 0.032
O -4.59930 -8.01982 -21.10606 0.564 0.256 -0.144
C -4.98150 -8.03933 -19.74429 -0.091 -0.034 0.198
H -4.17143 -11.55018 -25.89431 -0.664 0.363 -0.252
H -2.75729 -10.59839 -25.85284 0.409 -0.018 -0.223
H -3.76255 -10.40463 -27.28706 -0.333 -0.247 -0.064
H -3.85865 -8.13242 -26.93793 0.564 0.015 -0.236
H -2.82704 -8.18530 -25.44269 0.288 0.024 -0.191
H -5.65571 -6.99275 -25.78362 0.150 -0.277 -0.631
H -4.20834 -6.11145 -25.36387 0.354 -0.086 -0.776
H -4.94980 -8.26379 -23.82239 -0.498 -0.391 0.717
H -3.72747 -5.72122 -23.40724 0.082 0.312 0.259
H -2.94969 -7.25757 -23.25272 0.182 -0.261 0.542
H -5.27446 -6.16982 -21.42147 0.274 0.790 -0.369
H -3.47265 -6.27036 -21.05920 -0.186 0.332 0.477
H -5.97239 -7.62411 -19.56036 -0.318 0.086 -0.254
H -4.31547 -7.48586 -19.08234 0.449 0.217 -0.143
H -4.98099 -9.06533 -19.37628 -0.008 -0.097 -0.317
C -9.63764 -2.07493 -18.70569 -0.806 -0.627 0.056
O -9.41190 -2.80008 -17.50337 0.442 -0.371 0.136
C -10.29524 -3.89104 -17.21908 -0.157 -0.013 0.207
C -9.98011 -4.44634 -15.82159 0.924 -0.098 -1.062
N -8.72085 -5.23526 -15.82910 -0.897 0.353 -0.821
C -8.22229 -5.50347 -14.50730 -0.134 0.033 1.373
C -7.13750 -6.56781 -14.48946 -0.178 1.216 -0.704
O -6.02285 -5.81579 -14.98358 2.066 -2.966 -0.321
C -4.86672 -6.75433 -15.23179 -0.771 1.236 0.281
H -8.79186 -1.47624 -19.04384 0.301 -0.206 0.630
H -10.49324 -1.41483 -18.56318 -0.195 0.195 -0.058
H -9.87978 -2.75363 -19.52351 -0.013 -0.176 -0.163
H -10.26079 -4.69930 -17.94958 0.451 0.036 -0.382
H -11.33610 -3.56761 -17.20809 -0.210 0.371 0.007
H -10.75049 -5.14562 -15.49659 -0.315 0.420 0.119
H -9.90618 -3.54090 -15.21925 -0.093 -0.139 0.688
H -8.03805 -4.64328 -16.28015 0.233 -0.036 -0.260
H -9.02251 -5.73963 -13.80588 -0.337 -0.309 -0.232
H -7.80789 -4.57181 -14.12209 0.357 0.020 0.431
H -7.42487 -7.37723 -15.16056 0.090 -0.052 -0.399
H -6.95153 -7.05233 -13.53094 0.129 0.415 0.409
H -5.12243 -7.67061 -15.76391 -0.528 0.314 -0.384
H -4.40478 -7.11807 -14.31397 -0.197 0.391 0.450
H -4.10885 -6.19812 -15.78348 -0.215 0.049 -0.019
C -9.70693 1.70794 -17.05040 0.257 0.491 -0.281
O -9.54992 2.43981 -18.26251 -0.652 0.421 -0.316
C -10.66763 2.36047 -19.17739 0.629 -1.191 0.667
C -10.22986 2.86879 -20.52182 0.534 -1.078 0.203
N -9.95999 4.27523 -20.54992 -0.703 0.682 -0.553
C -11.20022 5.01015 -20.62429 -0.414 2.288 0.598
C -10.86638 6.50432 -20.22925 0.230 -0.753 -0.634
O -10.05909 6.59352 -19.06704 -1.500 -0.146 1.696
C -10.82616 6.20573 -17.85470 1.302 -0.489 -1.101
H -8.90045 2.02955 -16.39141 0.091 -0.148 -0.119
H -9.62491 0.63670 -17.23432 -0.125 -0.136 0.055
H -10.63114 1.95148 -16.52635 -0.321 -0.067 -0.140
H -11.56099 2.84534 -18.78380 0.001 0.324 0.205
H -10.91793 1.30628 -19.29631 -0.174 -0.293 0.007
H -10.95031 2.57579 -21.28549 -0.337 0.273 -0.005
H -9.34569 2.29616 -20.80188 0.331 0.044 0.074
H -9.62537 4.59748 -19.65310 0.982 -0.350 0.106
H -11.95751 4.65822 -19.92375 -0.212 -0.278 0.136
H -11.66568 5.00613 -21.60990 0.083 -0.075 -0.035
H -11.74825 7.13761 -20.13251 -0.316 -0.173 0.055
H -10.25594 6.93294 -21.02407 0.061 0.003 -0.022
H -10.90391 5.11889 -17.88375 -0.596 -0.143 -0.030
H -11.79530 6.69837 -17.77614 0.056 0.038 -0.197
H -10.23345 6.36367 -16.95367 0.194 0.622 -0.296
C -7.22958 6.13487 -18.61972 0.034 0.145 -0.287
O -5.92973 6.10730 -19.22084 -0.509 -0.097 -0.478
C -6.06342 6.04881 -20.66372 -0.529 -1.389 0.160
C -4.81547 5.47037 -21.31478 0.401 1.527 1.862
N -3.78364 6.45345 -21.03801 1.265 0.790 -0.952
C -2.44435 6.10899 -21.51546 0.334 0.081 0.874
C -1.35843 7.19058 -21.31903 -0.701 -0.703 -1.878
O -1.03753 7.44977 -20.00174 -1.101 0.411 0.564
C -0.48228 8.73279 -19.85234 0.247 -0.475 1.430
H -7.21832 6.09045 -17.53069 0.732 -0.139 0.030
H -7.83306 5.29701 -18.96885 0.091 -0.163 -0.065
H -7.79600 7.03651 -18.85277 0.219 0.150 -0.325
H -6.40861 7.00576 -21.05512 0.264 0.129 -0.092
H -6.78222 5.27333 -20.92843 -0.894 0.106 0.279
H -4.95657 5.25901 -22.37474 0.056 0.159 0.007
H -4.59593 4.56475 -20.74931 -0.052 -0.688 -0.272
H -3.72675 6.60738 -20.04143 -0.220 0.042 0.143
H -2.50992 5.81731 -22.56366 0.203 0.091 -0.009
H -2.06289 5.25849 -20.95044 0.111 -0.655 -0.058
H -1.65753 8.07317 -21.88443 -0.242 0.468 0.264
H -0.44187 6.85898 -21.80693 0.170 -0.373 -0.394
H -0.35587 8.79187 -18.77130 0.642 0.247 -0.008
H -1.12531 9.58469 -20.07340 -0.304 -0.211 -0.690
H 0.46708 8.76587 -20.38687 0.135 0.402 0.013
C -4.44521 1.65068 -24.93351 -0.860 0.748 -0.066
O -5.72089 2.29699 -24.66067 0.378 -0.569 -0.885
C -6.41593 2.77121 -25.84117 0.022 0.345 0.367
C -7.73393 3.47662 -25.43139 0.756 -1.145 0.076
N -8.85294 2.55352 -25.23871 -0.320 0.057 -0.359
C -8.61919 1.54484 -24.23636 -0.908 -0.535 1.244
C -9.92790 0.74862 -23.86761 0.320 0.693 -2.736
O -9.66657 -0.28949 -23.01243 0.140 -1.346 1.677
C -10.71797 -1.21914 -22.73736 0.509 -0.093 0.489
H -3.82553 2.28995 -25.56234 0.163 0.283 0.116
H -4.51617 0.70443 -25.46986 -0.510 -0.244 0.015
H -3.95364 1.47410 -23.97680 -0.093 0.142 -0.037
H -6.62702 2.00265 -26.58472 -0.159 -0.651 0.282
H -5.75838 3.44346 -26.39235 0.147 0.485 0.179
H -8.05697 4.18499 -26.19425 0.311 0.046 -0.084
H -7.53092 4.01131 -24.50348 0.229 0.281 0.186
H -9.55288 3.14276 -24.81095 -0.533 0.099 -0.358
H -8.40742 2.01873 -23.27788 0.970 0.120 0.387
H -7.79715 0.90971 -24.56644 -0.184 -0.288 0.392
H -10.29614 0.36089 -24.81744 -0.298 -0.201 -0.337
H -10.70676 1.42970 -23.52466 -0.028 0.285 0.420
H -10.39018 -1.91934 -21.96900 0.758 -0.025 -0.121
H -10.99414 -1.84150 -23.58854 -0.115 0.339 -0.355
H -11.59355 -0.82054 -22.22493 -0.296 0.777 -0.553
C -6.10116 2.38281 -19.12715 0.472 0.255 0.567
O -4.92995 1.87775 -19.76037 -0.981 -0.579 -0.832
C -5.13822 1.57403 -21.16514 0.615 -0.380 0.837
C -5.98560 0.36235 -21.43267 -0.489 -0.109 0.869
N -5.44477 -0.87015 -20.84469 -0.360 -0.421 -0.943
C -6.33194 -1.99977 -21.13723 0.809 -1.281 0.968
C -5.85654 -3.28552 -20.38802 0.137 0.909 -0.222
O -6.13945 -3.26181 -18.99175 -0.307 -0.389 -0.421
C -6.13178 -4.56265 -18.41669 -0.315 0.675 1.272
H -5.86076 2.40180 -18.06416 0.102 0.430 0.015
H -7.03383 1.81894 -19.14354 0.110 -0.599 -0.695
H -6.31689 3.38618 -19.49432 -0.046 0.217 0.085
H -4.15467 1.28572 -21.53608 0.249 0.533 -0.056
H -5.54282 2.44214 -21.68551 0.059 0.132 -0.128
H -6.09577 0.27859 -22.51385 0.227 -0.290 -0.156
H -7.00202 0.53383 -21.07827 -0.438 0.100 0.132
H -5.38453 -0.84772 -19.83674 0.076 0.683 0.159
H -6.32649 -2.26501 -22.19445 0.066 0.281 -0.081
H -7.36508 -1.81843 -20.84083 -0.356 0.161 -0.012
H -4.77080 -3.34554 -20.46323 0.263 -0.158 -0.467
H -6.31287 -4.15567 -20.85995 -0.127 -0.139 -0.024
H -6.78938 -5.28802 -18.89576 -0.057 0.100 -0.297
H -6.47907 -4.39923 -17.39650 -0.300 -0.082 -0.001
H -5.15863 -5.01013 -18.21460 0.537 0.110 -0.753
C 1.69828 -1.23945 -27.49493 -0.820 0.132 0.363
O 1.12563 -0.02945 -26.99319 -0.795 -0.001 -0.484
C -0.28323 0.16435 -27.30359 0.295 -0.413 1.423
C -1.29973 -0.55337 -26.36094 0.474 0.498 -1.438
N -1.47795 -1.97974 -26.63541 0.929 0.020 0.667
C -2.59409 -2.56191 -25.91982 0.091 0.278 0.721
C -2.64601 -2.13212 -24.41163 -0.750 -0.087 -0.171
O -1.36657 -2.14155 -23.82924 0.626 -0.511 -1.167
C -1.21393 -1.33779 -22.69155 -0.632 -0.284 0.084
H 0.96878 -2.03502 -27.34333 0.309 -0.329 -0.035
H 2.61427 -1.44040 -26.93935 -0.118 0.066 0.033
H 1.93020 -1.20830 -28.55952 -0.012 0.286 -0.170
H -0.53712 -0.03945 -28.34383 0.258 -0.102 -0.139
H -0.47237 1.21088 -27.06461 0.249 0.176 -0.388
H -2.23151 -0.04656 -26.61198 -0.370 -0.047 -0.060
H -1.08080 -0.24628 -25.33826 0.213 -0.398 0.259
H -0.70553 -2.47306 -26.21101 0.646 0.196 -0.216
H -2.47378 -3.64519 -25.93067 -0.013 -0.075 -0.197
H -3.45849 -2.31871 -26.53771 -0.602 0.039 0.746
H -3.27503 -2.81778 -23.84391 -0.307 -0.279 -0.023
H -3.12362 -1.16269 -24.26953 0.056 0.403 -0.208
H -2.00127 -1.60688 -21.98743 0.095 -0.034 0.497
H -1.38109 -0.28626 -22.92489 0.262 0.356 -0.140
H -0.22362 -1.52791 -22.27773 -0.220 0.165 0.020
C 0.65457 3.29578 -24.96078 0.732 -0.428 0.874
C -0.35285 3.08450 -23.76647 2.964 0.839 -0.663
C 0.28946 3.39636 -22.35361 0.012 -0.655 -1.289
O -1.41553 3.93669 -24.00924 -1.722 0.364 0.100
H 1.58178 2.76503 -24.74470 0.085 -0.077 0.006
H 0.94963 4.33100 -25.13216 -0.171 0.330 0.436
H 0.35909 2.93494 -25.94596 -0.621 -0.260 0.221
H -0.58718 2.02174 -23.82755 -0.637 -0.082 0.289
H 0.44276 4.45515 -22.14490 -0.508 0.106 -0.216
H 1.29795 2.98344 -22.32985 -0.039 -0.375 0.088
H -0.30571 2.91543 -21.57735 0.094 0.234 0.035
H -1.22532 4.43300 -24.80868 -0.127 -0.018 0.055
C -6.25129 -2.67882 -24.82458 -0.721 1.910 -0.717
C -7.80811 -2.80282 -25.00635 1.913 -1.691 0.402
C -8.45506 -1.99470 -26.11779 0.908 0.150 -0.043
O -7.99056 -4.16800 -25.33695 -1.013 -0.585 -1.513
H -6.05445 -1.65365 -24.51092 0.265 0.090 0.869
H -5.68957 -2.65632 -25.75842 -0.455 -0.574 -0.539
H -5.76147 -3.42804 -24.20260 -0.480 0.081 0.327
H -8.31706 -2.72023 -24.04601 0.085 0.975 0.208
H -8.00996 -2.28134 -27.07059 -0.384 -0.810 -0.120
H -8.18572 -0.93976 -26.16935 -0.383 0.289 0.914
H -9.53074 -2.16448 -26.07083 0.086 0.205 -0.352
H -7.68099 -4.76162 -24.64893 0.132 -0.070 0.614
C -5.84290 -10.70208 -13.93608 0.501 0.410 1.542
C -6.94446 -10.92795 -14.95429 0.693 -1.412 0.582
C -6.60551 -10.29038 -16.20511 -0.140 2.492 -1.975
O -6.98931 -12.28821 -15.33943 -0.542 -1.372 0.497
H -4.90328 -11.22996 -14.09906 -0.280 -0.363 -0.485
H -6.14754 -10.92787 -12.91416 -0.264 -0.577 0.017
H -5.51927 -9.67240 -13.78406 -0.304 0.445 -0.637
H -7.89126 -10.59097 -14.53225 -0.197 0.069 -0.141
H -5.69717 -10.65067 -16.68803 0.444 0.158 0.682
H -6.59574 -9.23326 -15.93955 0.619 0.344 -0.729
H -7.30889 -10.37645 -17.03333 -0.592 -0.248 0.425
H -7.68415 -12.76776 -14.88244 0.063 -0.023 0.181
C -6.87352 -1.27606 -15.83007 -0.361 0.686 0.183
C -5.35868 -1.21966 -15.75532 -0.287 -1.170 -2.384
C -4.72096 -0.46176 -16.92790 -0.324 -0.027 0.457
O -4.87515 -0.82364 -14.52702 0.450 0.057 0.833
H -7.24295 -1.85972 -16.67326 0.139 -0.035 -0.025
H -7.28733 -0.27155 -15.91849 -0.107 0.292 -0.113
H -7.29695 -1.66780 -14.90523 0.115 -0.286 0.040
H -5.07761 -2.24025 -16.01510 0.534 -0.425 0.979
H -4.97359 -0.98631 -17.84938 -0.137 0.207 -0.072
H -3.63584 -0.47282 -16.82546 -0.064 0.026 0.004
H -5.07683 0.56850 -16.93084 0.029 0.158 -0.312
H -5.28218 0.02862 -14.35498 -0.215 0.293 0.285
C -9.18278 -5.81591 -21.77007 -0.599 -1.335 0.459
C -8.38764 -6.76638 -22.67950 -1.120 1.159 -1.494
C -9.17720 -7.28337 -23.91816 -0.195 -0.243 1.068
O -7.36372 -5.96573 -23.20775 0.758 0.615 0.269
H -8.65902 -5.57584 -20.84480 0.295 -0.016 -0.086
H -10.08775 -6.34006 -21.46283 -0.261 0.031 0.148
H -9.50809 -4.88524 -22.23498 0.313 -0.121 -0.441
H -7.93378 -7.62935 -22.19226 -0.241 0.023 0.586
H -8.53473 -7.83554 -24.60405 0.243 -0.006 0.172
H -9.62370 -6.47325 -24.49474 -0.073 0.112 0.229
H -9.93475 -7.97882 -23.55682 -0.333 -0.014 -0.239
H -6.64349 -6.58743 -23.33561 1.331 0.027 -0.693
C -7.14795 3.55769 -12.48115 0.485 0.721 0.653
C -7.31493 2.75118 -13.71108 -0.696 0.413 -1.878
C -7.04722 3.60476 -14.99729 -0.506 0.050 1.321
O -6.38643 1.70842 -13.75650 0.986 -0.919 0.434
H -7.99623 4.18167 -12.19976 -0.017 0.002 -0.262
H -6.29872 4.19371 -12.73092 0.135 0.371 0.665
H -6.89642 2.94574 -11.61492 -0.064 -0.109 0.007
H -8.28781 2.25994 -13.72780 -0.235 0.142 -0.283
H -6.16112 4.22358 -14.85593 0.492 -0.455 0.069
H -7.79221 4.39359 -15.10134 -0.561 -0.393 -0.576
H -6.90301 2.91497 -15.82886 -0.284 0.431 -0.222
H -5.66782 1.98576 -13.18353 0.432 -0.220 0.042
C -9.16128 6.27951 -23.58883 -0.331 0.248 0.430
C -10.51143 5.62812 -23.93403 0.976 0.935 -1.208
C -10.73762 5.78547 -25.44303 -0.430 0.386 0.035
O -10.50042 4.25790 -23.60691 -0.380 -0.058 0.033
H -9.23791 7.36641 -23.55898 -0.119 0.132 -0.465
H -8.40173 5.98041 -24.31113 0.034 0.057 0.162
H -8.84076 6.05582 -22.57133 0.111 -0.519 0.004
H -11.30897 6.15194 -23.40711 -0.214 0.002 0.154
H -10.00411 5.25736 -26.05225 -0.075 -0.313 0.224
H -10.63630 6.82995 -25.73783 0.093 0.194 0.257
H -11.75042 5.52656 -25.75173 0.053 -0.406 0.061
H -10.21186 4.23144 -22.69169 0.374 -0.313 0.424
C -1.15680 -4.04317 -19.80714 -0.346 0.248 0.136
C -1.33934 -2.59024 -19.38621 0.730 -0.538 1.166
C -1.51508 -2.40717 -17.88296 -0.358 -0.027 -0.074
O -0.12423 -1.93223 -19.74052 -0.528 -0.363 -0.544
H -0.25353 -4.44825 -19.35094 0.178 0.136 -0.126
H -1.09440 -4.08913 -20.89438 0.113 -0.177 -0.025
H -1.96903 -4.68274 -19.46171 -0.244 0.101 -0.079
H -2.22544 -2.13255 -19.82605 -0.021 0.026 -0.632
H -0.62916 -2.74006 -17.34220 -0.063 -0.166 0.039
H -2.42005 -2.91020 -17.54222 0.030 -0.234 0.192
H -1.67145 -1.35013 -17.66774 0.137 0.137 0.014
H -0.29989 -1.00574 -19.56063 0.153 0.833 -0.012
C -10.61087 -7.62672 -17.86235 -1.040 -0.767 0.364
C -9.27918 -8.31254 -17.81276 -0.879 -0.252 -1.351
C -9.22367 -9.28941 -18.96163 0.068 -0.985 0.251
O -8.34298 -7.31779 -17.88929 1.865 0.558 -0.427
H -10.74698 -7.13170 -18.82388 0.235 0.324 0.134
H -10.69317 -6.95012 -17.01174 -0.334 0.145 -0.150
H -11.38475 -8.39357 -17.82837 -0.373 0.133 0.326
H -9.13398 -8.88581 -16.89714 -0.207 -0.208 0.315
H -9.97445 -10.01314 -18.64439 0.224 -0.641 -0.243
H -8.24661 -9.76360 -19.05439 -0.025 -0.137 0.078
H -9.54312 -9.00912 -19.96537 0.086 0.834 0.150
H -8.59345 -6.74602 -17.15995 0.456 1.119 0.482
```
Forces are in eV/Å.

Here are the Löwdin charges for atoms 1 to 4, given in e:
1. C -0.0702
2. O -0.2331
3. C -0.1771
4. C -0.2184